# 1
C3H4Li2O3 | ωB97M-V/def2-TZVPD

Output
Multiplicity = 2
ΔE to the lowest compared entry with this formula, charge and spin = 4.117 eV
Total charge = +1
Total energy = -357.19703 a.u.
Frontier orbital gap (alpha / beta) = 7.050 / 5.608 eV

```
12
C3H4Li2O3, DFT ωB97M-V/def2-TZVPD
O 1.60979 1.40824 0.74229
C 0.83010 0.59360 1.49998
C -0.43603 0.14123 0.80205
Li 1.64261 1.02893 -0.99421
H 1.23826 -0.46214 1.68521
H -1.12148 0.97760 0.61503
H -0.95776 -0.69924 1.27627
O -0.00557 -0.28489 -0.62619
C -0.82462 -0.91488 -1.37771
Li -1.67233 -1.65777 -3.53995
O -0.80186 -1.15692 -2.55323
H 0.49889 1.02624 2.47046
```

Partial charges, Löwdin, in e: number 1, O, carries -0.362; number 2, C, carries -0.443; number 3, C, carries -0.071; number 4, Li, carries 0.779; number 5, H, carries 0.127; number 6, H, carries 0.133; number 7, H, carries 0.135; number 8, O, carries -0.021; number 9, C, carries -0.193; number 10, Li, carries 0.777; number 11, O, carries 0.005; number 12, H, carries 0.135


# 2
C3H4LiO4Rh | ωB97M-V/def2-TZVPD

Output
Multiplicity = 6
ΔE to the lowest compared entry with this formula, charge and spin = 4.851 eV
Total charge = +3
Total energy = -534.05467 a.u.
Frontier orbital gap (alpha / beta) = 6.682 / 5.989 eV

```
13
C3H4LiO4Rh, DFT ωB97M-V/def2-TZVPD
O 2.26506 1.35031 0.34213
C 1.46339 0.51517 -0.15109
O 1.87807 -0.39848 -0.90787
Rh 3.59753 0.48317 -0.78815
O 0.18740 0.57613 0.24510
C -0.65797 -0.98234 0.61791
C -1.39984 -0.12220 -0.36612
H -1.04520 -1.86768 1.13268
H 0.06787 -1.62403 0.10495
H -1.40062 -0.54739 -1.38899
H -2.05233 -0.69631 0.80765
Li -0.79774 2.31737 0.62433
O -2.10562 0.99628 -0.27252
```

Partial charges, Löwdin, in e: number 1, O, carries 0.023; number 2, C, carries -0.722; number 3, O, carries -0.006; number 4, Rh, carries 1.554; number 5, O, carries -0.058; number 6, C, carries 0.133; number 7, C, carries -0.105; number 8, H, carries 0.207; number 9, H, carries 0.186; number 10, H, carries 0.248; number 11, H, carries 0.403; number 12, Li, carries 0.904; number 13, O, carries 0.233


# 3
C3H4N2 | ωB97M-V/def2-TZVPD

Output
ΔE to the lowest compared entry with this formula, charge and spin = 2.442 eV
SMILES = c1c[nH]cn1
Total energy = -226.13545 a.u.
Frontier orbital gap = 9.788 eV

```
9
C3H4N2, DFT ωB97M-V/def2-TZVPD
C -1.09588 0.05812 0.28863
C -0.13945 -0.92190 0.26320
N 1.02841 -0.30815 -0.08955
C 0.79446 1.05970 -0.20553
N -0.51908 1.25749 0.07163
H -2.16137 -0.01123 0.42761
H -0.21418 -1.97092 0.50692
H 1.92163 -0.77917 -0.15439
H 0.38545 1.61606 -1.10853
```

Partial charges, Löwdin, in e: number 1, C, carries -0.176; number 2, C, carries -0.105; number 3, N, carries 0.022; number 4, C, carries -0.214; number 5, N, carries -0.009; number 6, H, carries 0.094; number 7, H, carries 0.109; number 8, H, carries 0.139; number 9, H, carries 0.139


# 4
C3H4N2 | ωB97M-V/def2-TZVPD

Output
ΔE to the lowest compared entry with this formula, charge and spin = 0.544 eV
SMILES = c1c[nH]cn1
Total energy = -226.20519 a.u.
Frontier orbital gap = 9.706 eV

```
9
C3H4N2, DFT ωB97M-V/def2-TZVPD
C -1.24663 0.09350 0.30688
C -0.05013 -0.14452 0.96668
N 0.89037 -0.31622 0.04109
C 0.36787 0.11673 -1.19094
N -0.91377 0.24968 -1.04038
H -2.15167 0.55068 0.64894
H 0.14883 -0.43302 1.99034
H 1.87055 -0.41779 0.24866
H 1.08458 0.30096 -1.97127
```

Partial charges, Löwdin, in e: number 1, C, carries -0.134; number 2, C, carries -0.154; number 3, N, carries 0.018; number 4, C, carries -0.188; number 5, N, carries 0.020; number 6, H, carries 0.084; number 7, H, carries 0.106; number 8, H, carries 0.140; number 9, H, carries 0.108


# 5
C3H4N2 | ωB97M-V/def2-TZVPD

Output
ΔE to the lowest compared entry with this formula, charge and spin = 4.656 eV
Total energy = -226.05408 a.u.
Frontier orbital gap = 9.765 eV

```
9
C3H4N2, DFT ωB97M-V/def2-TZVPD
N -0.37974 0.17091 2.27603
C -0.67976 0.92040 1.40414
C 0.02300 -0.02831 0.42633
C -0.24696 -0.39639 -0.96244
N 1.00830 0.29361 -0.56372
H 0.34138 -0.88321 1.05334
H -0.11357 -1.45630 -1.16719
H -0.95728 0.11545 -1.60148
H 1.00463 1.26385 -0.86502
```

Partial charges, Löwdin, in e: number 1, N, carries 0.190; number 2, C, carries -0.074; number 3, C, carries -0.450; number 4, C, carries -0.116; number 5, N, carries 0.034; number 6, H, carries 0.112; number 7, H, carries 0.102; number 8, H, carries 0.107; number 9, H, carries 0.095


# 6
C3H4N2 | ωB97M-V/def2-TZVPD

Output
Multiplicity = 3
ΔE to the lowest compared entry with this formula, charge and spin = 2.002 eV
Total energy = -225.95365 a.u.
Frontier orbital gap (alpha / beta) = 8.314 / 6.979 eV

```
9
C3H4N2, DFT ωB97M-V/def2-TZVPD
C 0.43485 0.82392 -1.07011
C -0.35200 0.03496 0.72261
C 1.04510 0.19043 -0.03791
N 2.01854 -0.52679 0.44644
N -1.44404 -0.51873 0.11882
H 0.32956 1.87058 -1.43912
H 1.86371 -0.77311 1.42234
H -1.61926 -0.63146 -0.85462
H -2.27646 -0.46980 0.69154
```

Partial charges, Löwdin, in e: number 1, C, carries 0.129; number 2, C, carries -0.044; number 3, C, carries -0.519; number 4, N, carries 0.146; number 5, N, carries 0.016; number 6, H, carries 0.065; number 7, H, carries 0.048; number 8, H, carries 0.077; number 9, H, carries 0.083


# 7
C3H4N2O | ωB97M-V/def2-TZVPD

Output
ΔE to the lowest compared entry with this formula, charge and spin = 6.181 eV
Total energy = -301.26010 a.u.
Frontier orbital gap = 7.894 eV

```
10
C3H4N2O, DFT ωB97M-V/def2-TZVPD
O -1.85279 0.39850 1.23663
C -0.75870 0.35928 0.52641
C 0.27978 1.04229 0.14934
C 1.21797 -0.08304 0.06269
N 0.94256 -1.19094 -0.63202
N -0.24369 -1.62275 -0.57400
H -1.93189 1.26257 1.68071
H 0.49504 2.08584 -0.06356
H 2.22200 0.01063 0.45740
H -0.39121 -2.24884 -1.38411
```

Partial charges, Löwdin, in e: number 1, O, carries 0.097; number 2, C, carries -0.179; number 3, C, carries -0.101; number 4, C, carries -0.162; number 5, N, carries -0.108; number 6, N, carries 0.054; number 7, H, carries 0.131; number 8, H, carries 0.102; number 9, H, carries 0.098; number 10, H, carries 0.069


# 8
C3H4N2O | ωB97M-V/def2-TZVPD

Output
ΔE to the lowest compared entry with this formula, charge and spin = 0.457 eV
SMILES = Oc1c[nH]cn1
Total energy = -301.47043 a.u.
Frontier orbital gap = 9.236 eV

```
10
C3H4N2O, DFT ωB97M-V/def2-TZVPD
O 2.21255 -0.48158 -0.05740
C 0.89264 -0.19283 -0.02909
C -0.17957 -1.04045 -0.12606
N -1.27923 -0.19469 -0.02227
C -0.81275 1.06372 0.12193
N 0.49900 1.10213 0.12076
H 2.64365 0.37753 0.07125
H -0.26837 -2.10738 -0.26399
H -2.25295 -0.45384 -0.03469
H -1.45498 1.92738 0.21956
```

Partial charges, Löwdin, in e: number 1, O, carries 0.055; number 2, C, carries -0.431; number 3, C, carries -0.038; number 4, N, carries 0.034; number 5, C, carries -0.208; number 6, N, carries 0.107; number 7, H, carries 0.108; number 8, H, carries 0.111; number 9, H, carries 0.146; number 10, H, carries 0.117


# 9
C3H4N2O | ωB97M-V/def2-TZVPD

Output
ΔE to the lowest compared entry with this formula, charge and spin = 1.920 eV
SMILES = N#CCC(N)=O
Total energy = -301.41669 a.u.
Frontier orbital gap = 10.311 eV

```
10
C3H4N2O, DFT ωB97M-V/def2-TZVPD
N -2.03970 0.64179 -0.87936
C -1.11642 0.55352 -0.18603
C -0.10294 0.56575 0.91811
C 0.71024 -0.63669 0.45937
N 0.57138 -0.59867 -1.01615
O 1.22971 -1.51106 1.09355
H -0.53517 0.54572 1.93117
H 0.49323 1.48029 0.80738
H 0.00508 -1.25568 -1.54164
H 0.78459 0.21504 -1.58639
```

Partial charges, Löwdin, in e: number 1, N, carries 0.136; number 2, C, carries -0.290; number 3, C, carries -0.061; number 4, C, carries -0.444; number 5, N, carries 0.068; number 6, O, carries 0.129; number 7, H, carries 0.131; number 8, H, carries 0.129; number 9, H, carries 0.104; number 10, H, carries 0.098


# 10
C3H4N2O | ωB97M-V/def2-TZVPD

Output
ΔE to the lowest compared entry with this formula, charge and spin = 5.965 eV
Total energy = -301.26800 a.u.
Frontier orbital gap (alpha / beta) = 8.413 / 8.413 eV

```
10
C3H4N2O, DFT ωB97M-V/def2-TZVPD
C 0.99539 -1.06079 0.29846
C -0.87742 0.07777 0.68342
C -1.46470 0.88715 -0.23750
O -0.55269 1.67795 -0.87625
N 0.66159 1.32682 -0.49187
N 0.44400 0.35311 0.39233
H 1.88976 -1.03056 -0.30232
H 1.13350 -1.43411 1.31152
H 0.24795 -1.72007 -0.18349
H -2.47737 0.92273 -0.59431
```

Partial charges, Löwdin, in e: number 1, C, carries -0.028; number 2, C, carries -0.092; number 3, C, carries -0.137; number 4, O, carries -0.016; number 5, N, carries 0.099; number 6, N, carries -0.176; number 7, H, carries 0.076; number 8, H, carries 0.086; number 9, H, carries 0.088; number 10, H, carries 0.100